# 1
A molecular structure, C18H16N2O2Pd. Source: the Open Molecules 2025 dataset; level of theory: the ωB97M-V functional and the def2-TZVPD basis.

Computed properties:
2S+1 = 5
net charge = +2
HOMO level (alpha / beta) = -13.244 / -15.583 eV
HOMO-LUMO gap (alpha / beta) = 6.34 / 5.85 eV
LUMO level (alpha / beta) = -6.90 / -9.73 eV

Positions of all 39 atoms, in Å:
Pd  0.51  -2.17  -0.24
O  -1.44  -1.99  -0.27
O  2.62  -2.03  -0.15
N  0.75  -0.17  0.05
N  -0.25  0.74  0.10
C  3.63  -3.08  -0.12
C  2.00  0.25  0.07
C  -1.50  0.44  -0.04
C  -2.46  1.55  0.05
C  0.45  -4.24  0.05
C  3.04  -0.73  -0.02
C  -3.88  1.33  -0.18
C  2.36  1.63  0.18
C  -2.08  -0.89  -0.26
C  3.67  1.99  0.22
C  -4.79  2.46  -0.11
C  -2.03  2.82  0.34
C  4.36  -0.36  0.03
C  -3.51  -1.01  -0.47
C  4.67  1.00  0.15
C  -4.33  3.70  0.17
C  -4.38  0.07  -0.43
C  -2.94  3.88  0.41
H  -5.00  4.54  0.23
H  3.09  -4.01  -0.20
H  5.15  -1.08  -0.02
H  -0.98  3.01  0.53
H  4.29  -2.95  -0.97
H  -3.88  -2.01  -0.65
H  1.05  -4.61  -0.78
H  1.57  2.36  0.24
H  4.17  -3.03  0.82
H  -5.44  -0.08  -0.60
H  -2.57  4.87  0.64
H  5.71  1.29  0.19
H  3.95  3.03  0.32
H  0.87  -4.37  1.04
H  -0.61  -4.43  -0.03
H  -5.84  2.28  -0.28

Results of the Löwdin charge analysis, in e, for atoms 1 through 8: number 1, Pd, carries 1.039; number 2, O, carries -0.095; number 3, O, carries -0.209; number 4, N, carries -0.034; number 5, N, carries 0.101; number 6, C, carries 0.024; number 7, C, carries -0.163; number 8, C, carries -0.125

=====

# 2
2 unconnected molecules or ions with the total composition C5HN3 in a non-equilibrium geometry. Source: the Open Molecules 2025 dataset; level of theory: the ωB97M-V functional and the def2-TZVPD basis.

Computed properties:
net charge = 0
HOMO level (alpha / beta) = -10.640 / -10.719 eV
HOMO-LUMO gap (alpha / beta) = 8.32 / 7.72 eV
LUMO level (alpha / beta) = -2.32 / -3.00 eV

Positions of all 9 atoms, in Å:
N  2.22  -2.03  -0.23
N  -1.65  -2.07  0.30
N  -1.69  2.66  -0.23
C  -0.90  0.30  0.02
C  -1.34  1.57  -0.10
C  -1.32  -0.97  0.16
C  1.26  0.25  0.06
C  1.77  -0.96  -0.09
H  1.64  1.25  0.10

Results of the Löwdin charge analysis, in e, for atoms 1 through 8: number 1, N, carries 0.207; number 2, N, carries 0.216; number 3, N, carries 0.202; number 4, C, carries -0.024; number 5, C, carries -0.248; number 6, C, carries -0.252; number 7, C, carries 0.149; number 8, C, carries -0.319

=====

# 3
A molecular structure, C20H26Br6O18 in a non-equilibrium geometry. Source: the Open Molecules 2025 dataset; level of theory: the ωB97M-V functional and the def2-TZVPD basis.

Computed properties:
net charge = 0
HOMO level = -10.070 eV
ΔE to the lowest compared entry with this formula, charge and spin = 16.7 kcal per mole
HOMO-LUMO gap = 9.57 eV
LUMO level = -0.50 eV

Positions of all 70 atoms, in Å:
Br  -4.84  0.17  -4.01
Br  -1.70  -0.11  -4.88
Br  -4.25  2.81  0.19
Br  -3.02  1.21  2.72
Br  -3.63  -2.69  -4.05
Br  -3.36  4.43  2.90
O  -1.55  1.17  -1.62
O  1.02  -2.54  -0.48
O  6.00  -0.33  -3.61
O  -1.50  -2.92  1.93
O  2.03  3.92  1.31
O  3.27  0.85  3.98
O  -3.29  -1.71  2.36
O  2.60  3.12  -0.70
O  4.48  1.32  -3.15
O  3.92  -0.52  -4.31
O  -3.39  -3.38  0.77
O  1.70  -0.72  4.61
O  -0.85  0.54  0.27
O  2.13  -0.30  2.45
O  -0.31  -2.55  -2.24
O  -2.52  -0.64  -0.62
O  0.84  -0.68  -1.72
O  4.13  3.32  0.94
C  -1.77  0.29  -0.63
C  2.73  0.20  -4.22
C  4.89  0.12  -3.64
C  -4.64  -1.70  1.81
C  0.73  -3.96  -0.75
C  3.16  1.60  -3.63
C  -0.13  1.82  0.01
C  2.82  4.14  2.62
C  2.44  0.02  3.73
C  4.04  3.33  2.39
C  -4.72  -2.91  1.00
C  -0.39  1.99  -1.43
C  2.93  3.43  0.44
C  -0.54  -3.81  -1.61
C  -2.68  -2.69  1.72
C  -4.04  2.77  2.16
C  0.91  -1.16  2.55
C  0.55  -1.81  -1.52
C  0.99  -1.72  3.91
C  -3.18  -0.86  -3.76
H  -5.01  2.57  2.70
H  -1.52  -3.80  -1.08
H  -5.24  -2.82  0.05
H  3.20  2.45  -4.32
H  1.59  -2.67  3.94
H  0.56  -4.38  0.25
H  1.03  -1.87  1.76
H  1.51  -4.45  -1.33
H  -2.95  -0.69  -2.73
H  4.91  3.91  2.65
H  2.54  1.95  -2.74
H  3.00  5.22  2.74
H  -5.41  -1.69  2.59
H  2.11  3.68  3.42
H  -5.27  -3.78  1.37
H  -0.54  2.60  0.59
H  2.03  -0.36  -3.50
H  0.85  1.68  0.39
H  3.77  2.30  2.68
H  2.30  0.33  -5.25
H  -4.73  -0.79  1.21
H  0.01  -1.82  4.39
H  -0.60  -4.57  -2.39
H  0.05  -0.52  2.33
H  -0.65  2.98  -1.80
H  0.43  1.68  -2.11

Results of the Löwdin charge analysis, in e, for atoms 1 through 8: number 1, Br, carries 0.524; number 2, Br, carries 0.559; number 3, Br, carries 0.598; number 4, Br, carries 0.704; number 5, Br, carries 0.593; number 6, Br, carries 0.568; number 7, O, carries 0.005; number 8, O, carries 0.039

=====

# 4
A molecular structure, C9H19NOSi in a non-equilibrium geometry. Source: the Open Molecules 2025 dataset; level of theory: the ωB97M-V functional and the def2-TZVPD basis.

Computed properties:
net charge = 0
HOMO level = -7.604 eV
ΔE to the lowest compared entry with this formula, charge and spin = 155.0 kcal per mole
HOMO-LUMO gap = 8.35 eV
LUMO level = 0.74 eV

Positions of all 31 atoms, in Å:
Si  -1.25  -1.44  -0.10
O  3.05  -1.23  -0.06
N  4.80  1.77  0.05
C  3.72  -0.44  0.98
C  4.18  0.53  -0.01
C  -1.46  0.43  -0.14
C  3.58  -0.24  -0.96
C  -0.93  1.01  -1.53
C  -2.80  -1.96  -1.06
C  -0.14  -2.63  0.51
C  -0.38  1.07  0.77
C  -2.81  0.97  0.28
H  -2.99  1.01  1.41
H  -2.90  2.01  0.00
H  -1.42  1.91  -1.71
H  -0.62  2.13  0.82
H  0.82  -2.37  0.78
H  -1.19  0.32  -2.31
H  4.50  -1.18  1.29
H  0.70  0.98  0.49
H  4.70  2.43  -0.70
H  -3.54  0.40  -0.36
H  3.22  -0.29  -1.98
H  -0.35  0.62  1.71
H  -2.83  -2.82  -1.79
H  -3.47  -2.39  -0.30
H  -0.24  -3.64  0.13
H  2.92  -0.24  1.69
H  5.32  2.22  0.79
H  0.09  1.15  -1.45
H  -3.48  -1.22  -1.56

Results of the Löwdin charge analysis, in e, for atoms 1 through 8: number 1, Si, carries 0.747; number 2, O, carries -0.140; number 3, N, carries 0.086; number 4, C, carries -0.135; number 5, C, carries -0.301; number 6, C, carries -0.634; number 7, C, carries -0.055; number 8, C, carries -0.060

=====

> net charge of number 4 (C9H19NOSi)?

0

=====

> Among the records above, which one has the highest net charge?

C18H16N2O2Pd

=====

> Which value of net charge does entry 3 give?

0